# 1
C37H28N6O10Ti as an isolated structure at a distorted geometry. Source: the Open Molecules 2025 dataset; level of theory: ωB97M-V/def2-TZVPD.

Geometry (Å):
Ti (-0.6570, -0.4514, -1.9741)
O (0.7552, -1.8190, -2.2275)
C (0.7138, -2.6840, -3.2492)
C (1.9007, -3.2807, -3.5895)
C (1.9384, -4.2547, -4.5924)
C (0.7904, -4.7241, -5.2138)
C (-0.4178, -4.1386, -4.8565)
C (-0.5284, -3.1827, -3.8348)
C (-1.7951, -2.7901, -3.3731)
N (-1.8676, -2.1315, -2.2098)
N (-2.5750, -2.4860, -1.1058)
C (-1.9388, -2.0241, -0.0587)
O (-0.9021, -1.2168, -0.1272)
C (-2.5124, -2.2799, 1.2705)
C (-1.6938, -2.1545, 2.3895)
C (-2.2599, -2.3233, 3.6742)
C (-3.5135, -2.8922, 3.7401)
C (-4.3402, -3.0370, 2.6313)
C (-3.8462, -2.6624, 1.3768)
H (2.7934, -3.0301, -3.0176)
H (2.8677, -4.8068, -4.8153)
H (0.8857, -5.6537, -5.7654)
H (-1.3345, -4.6663, -5.1644)
H (-2.6996, -3.1706, -3.8914)
H (-0.6764, -1.8392, 2.3714)
H (-1.7657, -2.1176, 4.6193)
H (-3.8535, -3.2292, 4.7390)
H (-5.4097, -3.3704, 2.7443)
H (-4.4811, -2.6244, 0.4475)
C (-2.2263, 3.0837, 3.1331)
C (-3.0062, 2.5781, 1.9709)
N (-2.5455, 2.0298, 0.8924)
C (-3.5958, 1.7390, 0.0850)
C (-4.8246, 2.2263, 0.7084)
N (-4.3590, 2.7087, 1.9317)
C (-6.2714, 2.3663, 0.2673)
O (-6.9849, 2.7558, 1.4280)
O (-6.7329, 2.1705, -0.8586)
C (-3.3981, 0.8698, -1.1349)
O (-4.3154, 0.1259, -1.4981)
O (-2.1293, 0.8899, -1.5961)
H (-1.1553, 3.1643, 2.9251)
H (-2.5026, 2.4144, 3.9518)
H (-2.6105, 4.0818, 3.3967)
H (-4.9613, 3.0492, 2.6828)
H (-7.9454, 2.4813, 1.3307)
N (0.8034, -0.8149, 5.9811)
C (1.4522, 0.2309, 5.4133)
C (0.8113, 1.4564, 5.2592)
C (1.4112, 2.6072, 4.7402)
C (2.6558, 2.5359, 4.1515)
C (3.4186, 1.3394, 4.3202)
C (4.7743, 1.2136, 4.0142)
C (5.4740, 0.0197, 4.2959)
C (4.7526, -0.9546, 4.9768)
N (3.4591, -0.9416, 5.1954)
C (2.7957, 0.1597, 4.9177)
H (-0.1796, -0.7638, 6.1782)
H (1.2516, -1.7735, 6.0621)
H (-0.2037, 1.5874, 5.6638)
H (0.9249, 3.5407, 4.8936)
H (3.0790, 3.4104, 3.6815)
H (5.1658, 2.0744, 3.5248)
H (6.5289, -0.1806, 4.1735)
H (5.2449, -1.8396, 5.3617)
O (-0.2965, 0.1673, -3.8590)
C (0.7487, 0.8745, -3.4119)
O (0.9120, 0.9273, -2.1268)
C (1.7285, 1.3990, -4.3442)
C (1.8407, 0.9303, -5.6608)
C (2.8835, 1.3775, -6.4933)
C (3.8978, 2.1281, -5.9069)
O (5.0886, 2.5969, -6.4131)
C (5.6547, 3.3641, -5.3539)
O (4.7280, 3.4589, -4.2942)
C (3.6883, 2.6617, -4.5901)
C (2.6116, 2.3383, -3.8629)
H (1.0806, 0.1663, -6.0103)
H (2.8234, 0.9866, -7.4949)
H (5.9351, 4.3731, -5.6919)
H (6.5601, 2.8422, -4.9573)
H (2.4824, 2.8074, -2.8863)

Cartesian forces, eV/Å:
-0.7 -0.7 2.1
-1.1 0.4 -1.4
-1.4 0.2 1.7
1.2 -1.1 -1.1
0.9 -0.2 0.7
-0.4 0.4 0.6
-0.5 -1.6 -0.1
2.0 1.6 -1.1
-1.5 0.1 1.8
1.6 0.5 -1.4
-0.4 -0.3 -0.3
-0.4 1.4 -0.1
-0.3 -0.1 -1.2
0.6 -0.5 0.0
-1.0 0.5 1.8
0.2 -0.7 -1.2
-0.9 -0.3 1.3
-0.9 0.1 -0.6
-1.0 -0.1 -0.3
-0.2 0.1 -0.3
-0.3 0.6 0.2
-0.4 0.4 -0.4
0.3 0.6 -0.1
0.4 -0.3 0.8
0.5 0.3 -0.6
0.4 -0.1 -0.4
-0.1 0.4 -0.7
1.4 0.3 -0.1
0.7 -0.3 1.2
-0.7 0.3 0.1
-0.6 0.7 0.3
0.4 -0.6 -0.7
-2.2 1.1 0.6
1.6 -0.8 -1.3
-0.6 0.0 -0.4
0.3 -0.6 -0.8
-1.2 -1.1 -1.6
0.9 0.6 3.5
-0.5 -1.2 0.2
2.0 1.5 0.1
-0.3 -1.5 -0.4
-0.3 -0.4 0.1
0.7 0.1 0.3
0.2 -0.2 0.0
0.4 -0.1 -0.6
1.6 0.7 -0.2
1.0 -2.7 0.5
-0.7 1.5 -1.1
-0.8 -0.3 1.0
1.3 -0.9 -0.6
-0.1 -0.1 0.7
-1.3 -1.2 0.5
0.5 -1.4 -0.3
-1.0 1.6 0.4
0.0 -1.1 -0.2
0.7 -0.7 0.6
-0.4 1.9 0.0
0.1 0.2 0.0
-0.7 2.2 -0.3
0.4 -0.3 -0.1
-0.5 0.6 -0.4
0.3 0.1 0.1
0.9 0.3 -0.3
0.0 0.5 -0.3
0.2 -0.1 -0.2
1.7 1.2 1.1
-1.7 -1.8 0.7
-0.8 -0.1 -1.9
-0.5 -0.5 -1.1
-1.0 -0.4 0.5
0.1 -0.6 0.5
-1.1 0.4 0.7
-1.1 -0.1 0.4
1.5 0.0 0.4
0.1 0.8 0.5
1.0 -1.1 -2.9
0.3 1.0 1.9
1.1 1.2 0.3
0.7 0.2 -0.3
-0.3 -0.3 -0.1
-0.5 0.3 -0.4
-0.1 -0.4 -0.1

2S+1	1
highest occupied orbital energy	-7.469	eV
ΔE to the lowest compared entry with this formula, charge and spin	53.53	kcal/mol
E_tot	-3357.2628	Eh

=====

# 2
C26H29AlN3O5 as an isolated structure. Source: the Open Molecules 2025 dataset; level of theory: ωB97M-V/def2-TZVPD.

Geometry (Å):
Al (0.7785, -0.5190, -0.2704)
O (2.5571, -3.4052, -3.2674)
C (2.0537, -2.7148, -2.2682)
O (2.6114, -1.7814, -1.7234)
C (0.7514, -3.2215, -1.7405)
C (0.1743, -4.4475, -2.0041)
C (-0.8458, -4.8852, -1.1582)
C (-1.1628, -4.1570, -0.0225)
C (-0.5320, -2.9345, 0.1606)
N (0.3163, -2.4590, -0.7386)
C (-0.4227, -2.1339, 1.4633)
O (-1.1147, -2.3715, 2.4151)
O (0.5617, -1.2706, 1.3703)
H (3.4403, -3.0858, -3.5019)
H (0.5374, -5.0616, -2.8156)
H (-1.3264, -5.8358, -1.3455)
H (-1.8453, -4.5232, 0.7317)
C (-4.5299, 0.5433, -0.9255)
C (-3.5012, -0.3364, -0.2040)
C (-2.9870, 0.2852, 1.0784)
C (-3.8606, 0.3471, 2.1582)
C (-3.4512, 0.8275, 3.3875)
C (-2.1390, 1.2325, 3.5575)
C (-1.2359, 1.1978, 2.5043)
C (0.1593, 1.7193, 2.7397)
C (0.1953, 3.2504, 2.7920)
C (-1.6679, 0.7326, 1.2580)
N (-0.7697, 0.6944, 0.1396)
C (-1.0478, 1.4667, -0.8706)
C (-0.3168, 1.2765, -2.0542)
C (-0.2823, 1.9449, -3.2750)
C (0.6552, 1.2725, -4.0570)
C (1.1474, 0.2293, -3.2813)
N (0.5657, 0.2071, -2.0620)
H (-4.9822, -0.0021, -1.7541)
H (-4.0714, 1.4481, -1.3268)
H (-5.3217, 0.8440, -0.2407)
H (-2.6858, -0.5728, -0.8889)
H (-3.9808, -1.2823, 0.0582)
H (-4.8767, -0.0074, 2.0299)
H (-4.1491, 0.8697, 4.2131)
H (-1.8014, 1.5856, 4.5246)
H (0.8148, 1.3616, 1.9524)
H (0.5277, 1.3158, 3.6844)
H (-0.1461, 3.6830, 1.8487)
H (1.2067, 3.6059, 2.9981)
H (-0.4585, 3.6206, 3.5814)
H (-1.8187, 2.2285, -0.7965)
H (-0.8625, 2.8123, -3.5483)
H (0.9508, 1.5103, -5.0654)
H (1.8972, -0.4874, -3.5676)
C (4.5423, 0.9732, 0.6997)
C (3.9936, 1.9248, -0.3804)
C (2.4985, 1.8738, -0.1420)
O (2.2718, 0.4769, 0.1774)
C (3.3819, 0.0172, 1.0036)
H (4.8172, 1.5317, 1.5924)
H (5.4234, 0.4366, 0.3570)
H (4.2236, 1.5573, -1.3804)
H (4.3841, 2.9350, -0.2850)
H (1.8945, 2.1336, -1.0071)
H (2.2066, 2.4852, 0.7157)
H (3.5809, -1.0158, 0.7281)
H (3.0736, 0.0537, 2.0482)

Cartesian forces, eV/Å:
-0.5 -0.2 -0.3
-0.2 -0.3 -0.3
0.2 0.4 0.3
-0.1 -0.2 -0.1
-0.2 -0.1 0.0
0.1 0.1 -0.1
0.0 0.0 0.1
-0.1 0.1 0.0
0.2 -0.1 0.2
0.2 0.1 -0.1
-0.1 0.0 0.1
0.1 -0.1 -0.1
-0.1 0.1 0.4
0.1 0.1 0.1
0.0 0.0 0.0
0.0 0.0 0.0
0.0 0.0 0.0
0.1 -0.1 0.0
-0.1 0.2 0.0
0.2 -0.2 -0.1
0.0 0.0 0.0
0.0 0.0 0.0
0.0 0.0 0.0
0.2 0.0 0.0
-0.2 0.1 0.0
0.0 -0.1 0.0
-0.4 0.0 0.3
0.1 0.1 -0.4
0.0 0.0 0.3
0.1 0.0 -0.4
-0.1 0.0 0.2
0.1 0.0 0.0
0.1 0.0 -0.1
0.0 0.2 0.2
0.0 0.0 0.0
0.0 0.0 0.0
0.0 0.0 0.0
0.0 -0.1 0.0
0.0 0.0 0.0
0.0 0.0 0.0
0.0 0.0 0.0
0.0 0.0 0.0
0.1 -0.1 0.0
0.0 0.0 0.0
0.0 0.0 0.0
0.0 0.1 0.0
0.0 0.0 0.0
-0.1 0.0 0.0
0.0 0.0 0.0
0.0 0.0 0.0
0.0 0.0 0.0
-0.1 0.1 -0.1
0.0 -0.2 0.1
0.3 0.4 -0.2
0.1 0.0 0.1
0.3 -0.2 0.3
0.0 0.0 0.0
0.0 0.0 0.0
0.0 0.0 0.0
0.0 0.0 0.0
0.0 -0.1 0.0
-0.1 -0.1 0.0
-0.1 0.0 -0.1
-0.1 0.0 -0.1

2S+1	1
highest occupied orbital energy	-10.949	eV
ΔE to the lowest compared entry with this formula, charge and spin	20.55	kcal/mol
total charge	+1
E_tot	-1791.0866	Eh